Density functional theory data (ωB97M-V with the def2-TZVPD basis set) for a cluster of 2 separate species, C6H13NO in total.

Geometry as XYZ:
```
21
Properties=species:S:1:pos:R:3:nbo_charge:R:1
O 0.01 -2.00 3.00 -0.063
C -0.43 -1.70 1.93 0.463
C 0.47 -1.63 0.70 -0.461
C -0.26 -2.19 -0.52 -0.618
H -1.49 -1.43 1.78 0.286
H 1.39 -2.17 0.90 0.267
H 0.66 -0.55 0.56 0.328
H -0.47 -3.26 -0.40 0.240
H 0.39 -2.11 -1.39 0.271
H -1.20 -1.67 -0.72 0.230
C -1.45 2.68 -1.32 -0.610
C -0.42 1.61 -1.67 -0.246
C 1.78 1.63 -0.94 -0.043
N 0.57 1.49 -0.60 -0.420
H -2.09 2.91 -2.17 0.230
H -2.08 2.32 -0.50 0.204
H -0.95 3.57 -0.94 0.223
H 0.06 1.83 -2.63 0.183
H -0.91 0.63 -1.76 0.183
H 2.04 1.77 -1.99 0.165
H 2.55 1.62 -0.17 0.187
```

## Properties
HOMO (spin up / spin down) (hartree): -0.4953 / -0.4879
DFT total energy (eV): -9959.6642
Charge: +1
2S+1: 2

=====

Density functional theory data (ωB97M-V with the def2-TZVPD basis set) for an isolated molecule of C4H3FO at a distorted geometry.

Geometry as XYZ:
```
9
Properties=species:S:1:pos:R:3:nbo_charge:R:1
O 0.50 2.18 -0.50 -0.485
C 0.24 1.07 -0.19 0.572
C 0.85 -0.33 -0.33 -0.512
C -0.45 -0.88 0.23 -0.236
C -1.03 0.30 0.47 0.283
F -2.18 0.67 1.00 -0.292
H 1.73 -0.49 0.30 0.222
H 1.10 -0.61 -1.35 0.221
H -0.76 -1.90 0.37 0.226
```

## Properties
HOMO (hartree): -0.3724
DFT total energy (eV): -8959.5461
SMILES string: O=C1CC=C1F
2S+1: 1

=====

Density functional theory data (ωB97M-V with the def2-TZVPD basis set) for a structure of composition C21H25AuBrN5O2S.

Geometry as XYZ:
```
56
Properties=species:S:1:pos:R:3:nbo_charge:R:1
Au -0.14 0.07 -0.67 0.544
Br -1.73 -6.19 -4.40 0.048
C -3.17 -5.40 -3.45 -0.091
C -3.71 -6.06 -2.36 -0.233
C -4.76 -5.48 -1.68 -0.234
C -5.23 -4.22 -2.04 0.145
C -4.70 -3.58 -3.15 -0.238
C -3.66 -4.17 -3.86 -0.222
N -6.37 -3.73 -1.33 -0.176
N -6.44 -2.55 -0.95 -0.094
C -5.33 -1.66 -1.05 -0.048
C -5.58 -0.43 -1.61 -0.155
C -4.56 0.48 -1.87 -0.344
C -3.21 0.23 -1.54 0.386
O -2.28 1.03 -1.81 -0.780
C -2.98 -1.02 -0.81 0.146
N -1.73 -1.27 -0.34 -0.525
C -1.46 -2.36 0.36 0.056
C -2.46 -3.29 0.67 -0.271
C -3.73 -3.08 0.23 -0.121
C -4.03 -1.95 -0.56 -0.092
H -3.33 -7.03 -2.07 0.228
H -5.23 -5.99 -0.84 0.226
H -5.08 -2.62 -3.46 0.235
H -3.24 -3.67 -4.72 0.229
H -6.60 -0.19 -1.89 0.221
H -4.78 1.42 -2.35 0.211
H -0.44 -2.49 0.69 0.231
H -2.20 -4.15 1.28 0.225
H -4.52 -3.76 0.49 0.222
C 2.82 -1.24 1.53 -0.249
O 1.45 -1.55 1.73 -0.731
H 3.45 -1.68 2.30 0.163
H 2.99 -0.16 1.50 0.169
H 3.10 -1.66 0.57 0.187
H 1.15 -1.10 2.53 0.469
C -0.51 3.41 0.10 -0.412
N -0.29 3.38 -1.33 -0.409
C -1.45 3.80 -2.12 -0.411
C 0.69 2.64 -1.86 0.418
S 1.62 1.52 -0.91 -0.285
N 1.00 2.81 -3.16 -0.425
C 0.81 4.07 -3.86 -0.408
C 1.76 1.80 -3.88 -0.406
H -1.06 4.32 0.34 0.205
H 0.43 3.41 0.64 0.227
H -1.10 2.54 0.41 0.224
H -2.34 3.46 -1.60 0.244
H -1.46 3.29 -3.08 0.227
H -1.48 4.88 -2.25 0.190
H 0.59 4.87 -3.16 0.219
H 0.01 4.02 -4.60 0.207
H 1.74 4.31 -4.37 0.210
H 1.46 0.80 -3.55 0.239
H 2.83 1.92 -3.72 0.206
H 1.54 1.90 -4.94 0.205
```

## Properties
HOMO (hartree): -0.2433
DFT total energy (eV): -118296.7978
2S+1: 1

=====

Density functional theory data (ωB97M-V with the def2-TZVPD basis set) for a structure of composition C30H39AuCl3N5OS at a distorted geometry.

Geometry as XYZ:
```
80
Properties=species:S:1:pos:R:3:lowdin_charge:R:1
Au -0.45 -2.67 0.20 0.871
N 1.65 -2.80 0.12 -0.134
C 2.45 -2.52 1.31 -0.269
C 2.16 -3.49 2.45 -0.279
N 0.99 -3.12 3.24 0.004
H 1.89 -3.69 -0.29 0.084
H 1.94 -2.12 -0.60 0.068
H 2.17 -1.51 1.64 0.081
H 3.50 -2.54 1.04 0.108
H 3.05 -3.48 3.07 0.107
H 2.09 -4.50 2.04 0.106
H 1.15 -3.17 4.23 0.063
H 0.19 -3.69 3.01 0.050
Cl 5.01 4.97 -7.16 0.682
C 4.40 4.45 -5.62 -0.661
C 3.86 5.36 -4.71 -0.077
C 3.33 4.88 -3.52 0.001
C 3.28 3.51 -3.26 -0.198
C 2.57 3.03 -2.02 -0.308
C 1.09 2.68 -2.40 -0.059
N 0.53 1.83 -1.39 -0.069
C -0.24 2.21 -0.32 -0.056
C -0.23 1.16 0.54 -0.151
N 0.56 0.16 0.05 0.052
C 0.99 0.57 -1.11 -0.180
O 2.49 3.97 -0.99 -0.104
C 3.44 3.84 0.06 -0.158
C 3.00 2.97 1.18 -0.316
C 2.02 3.35 2.08 -0.974
Cl 1.18 4.84 2.07 0.684
S 1.71 2.13 3.25 1.002
C 2.88 1.08 2.55 -0.405
C 3.49 1.66 1.47 -0.136
C 3.84 2.65 -4.17 -0.600
Cl 3.80 0.94 -3.93 0.738
C 4.39 3.10 -5.36 -0.132
H 3.87 6.42 -4.91 0.109
H 2.91 5.54 -2.76 0.131
H 3.01 2.12 -1.65 0.109
H 1.09 2.17 -3.37 0.131
H 0.51 3.59 -2.49 0.143
H -0.73 3.16 -0.26 0.120
H -0.79 1.05 1.45 0.096
H 1.69 0.11 -1.77 0.107
H 3.63 4.86 0.40 0.127
H 4.38 3.45 -0.33 0.133
H 3.01 0.11 2.99 0.054
H 4.28 1.19 0.90 0.112
H 4.80 2.39 -6.06 0.102
C -6.53 -0.59 2.19 -0.066
C -5.07 -0.87 2.25 -0.313
C -4.29 -0.39 3.29 -0.050
C -2.92 -0.67 3.30 -0.299
C -2.05 -0.17 4.43 -0.055
C -2.36 -1.39 2.28 -0.058
C -3.12 -1.92 1.20 -0.270
C -4.49 -1.61 1.24 -0.019
N -2.46 -2.67 0.24 -0.158
C -3.00 -3.34 -0.94 -0.673
C -4.51 -3.50 -1.01 -0.071
C -2.44 -4.75 -0.99 -0.095
C -2.52 -2.56 -2.19 -0.079
H -6.82 0.06 3.04 0.076
H -7.11 -1.53 2.21 0.084
H -6.79 -0.05 1.27 0.082
H -4.75 0.21 4.07 0.106
H -2.61 -0.22 5.38 0.079
H -1.77 0.87 4.28 0.064
H -1.13 -0.74 4.50 0.060
H -1.28 -1.56 2.29 0.053
H -5.15 -1.88 0.44 0.068
H -4.91 -3.85 -0.06 0.090
H -4.74 -4.21 -1.77 0.070
H -4.99 -2.57 -1.28 0.072
H -2.67 -5.26 -0.06 0.087
H -1.36 -4.71 -1.09 0.024
H -2.82 -5.26 -1.87 0.076
H -2.88 -1.49 -2.17 0.094
H -2.87 -3.03 -3.12 0.080
H -1.43 -2.54 -2.23 0.031
```

## Properties
HOMO (hartree): -0.2190
DFT total energy (eV): -93335.4274
2S+1: 1

=====

Density functional theory data (ωB97M-V with the def2-TZVPD basis set) for a structure of composition C32H32BIN7OPt at a distorted geometry.

Geometry as XYZ:
```
75
Properties=species:S:1:pos:R:3:lowdin_charge:R:1
Pt 0.56 -0.01 0.11 1.129
C -3.76 2.50 -2.32 -0.006
C -2.44 1.81 -2.33 -0.250
C -1.67 1.43 -3.41 0.044
C -0.53 0.80 -2.88 -0.205
N -0.65 0.80 -1.54 -0.005
N -1.80 1.42 -1.21 0.031
B -2.15 1.68 0.27 -0.474
N -2.33 0.34 1.03 0.030
N -1.30 -0.50 1.19 0.000
C -1.70 -1.53 1.95 -0.203
C -3.05 -1.32 2.28 0.044
C -3.41 -0.13 1.69 -0.250
C -4.73 0.55 1.69 -0.006
C -0.84 -2.67 2.31 -0.169
C 0.55 -2.62 2.26 -0.064
C 1.32 -3.74 2.55 -0.076
C 0.71 -4.92 2.95 -0.079
C -0.68 -4.98 3.03 -0.070
C -1.44 -3.87 2.70 -0.031
N -0.95 2.41 0.92 0.051
N 0.29 1.88 0.96 -0.029
C 1.12 2.71 1.59 -0.191
C 0.37 3.83 1.97 0.056
C -0.92 3.61 1.53 -0.239
C -2.11 4.49 1.67 0.000
C 2.54 2.43 1.80 -0.151
C 3.13 1.24 1.37 -0.050
C 4.47 0.99 1.57 -0.068
C 5.26 1.94 2.22 -0.068
C 4.69 3.12 2.65 -0.059
C 3.34 3.37 2.45 -0.016
C 0.63 0.25 -3.61 -0.155
C 1.88 0.09 -3.01 -0.068
C 2.95 -0.41 -3.72 -0.098
C 2.80 -0.76 -5.06 -0.079
C 1.56 -0.61 -5.66 -0.064
C 0.49 -0.11 -4.95 -0.018
H -4.09 2.65 -3.35 0.088
H -4.50 1.90 -1.79 0.083
H -3.69 3.47 -1.83 0.085
H -1.88 1.61 -4.45 0.117
H -3.14 2.32 0.35 0.116
H -3.67 -1.95 2.90 0.116
H -5.46 -0.07 2.21 0.088
H -4.68 1.52 2.17 0.085
H -5.08 0.71 0.66 0.083
H 1.05 -1.69 2.02 0.074
H 2.40 -3.70 2.47 0.109
H 1.30 -5.78 3.21 0.108
H -1.16 -5.89 3.37 0.110
H -2.52 -3.94 2.71 0.113
H 0.71 4.70 2.49 0.117
H -1.83 5.40 2.20 0.090
H -2.52 4.75 0.70 0.089
H -2.90 3.98 2.24 0.089
H 2.52 0.48 0.86 0.047
H 4.92 0.07 1.23 0.109
H 6.31 1.75 2.38 0.110
H 5.30 3.86 3.16 0.113
H 2.91 4.29 2.79 0.111
H 2.03 0.40 -1.98 0.072
H 3.93 -0.49 -3.25 0.108
H 3.64 -1.13 -5.63 0.108
H 1.43 -0.90 -6.70 0.110
H -0.48 -0.01 -5.42 0.114
N 2.02 -3.38 -1.87 0.220
C 0.89 -3.17 -1.20 -0.640
O 0.54 -2.06 -0.80 -0.115
C 0.02 -4.37 -0.95 -0.539
I -1.41 -4.49 -2.55 0.845
H 2.59 -2.58 -2.14 0.104
H 2.26 -4.28 -2.26 0.125
H -0.55 -4.23 -0.03 0.037
H 0.57 -5.30 -0.93 0.058
```

## Properties
HOMO (hartree): -0.3997
DFT total energy (eV): -58202.5143
Charge: +1
2S+1: 1

=====

Question: The lowest DFT total energy belongs to which entry?
Answer: C21H25AuBrN5O2S

=====

Question: Look up the DFT total energy of the fifth one.
Answer: -58202.5143 eV

=====

Question: What is the formula in the fourth record?
Answer: C30H39AuCl3N5OS

=====

Question: Number 3 is which compound?
Answer: C21H25AuBrN5O2S